Record 1
{"formula": "C26H40Cl3N4O3SiTi", "method": "the ωB97M-V functional and the def2-TZVPD basis", "symbols": ["C", "C", "H", "H", "H", "C", "C", "H", "H", "H", "H", "Ti", "Cl", "Cl", "C", "O", "N", "C", "C", "H", "H", "H", "H", "H", "H", "H", "H", "H", "C", "C", "N", "H", "C", "O", "H", "H", "H", "H", "O", "C", "C", "C", "H", "C", "H", "C", "H", "C", "C", "H", "H", "H", "Si", "Cl", "C", "C", "C", "H", "H", "H", "H", "H", "H", "H", "H", "H", "N", "C", "C", "C", "C", "N", "C", "C", "H", "H", "H", "H"], "positions_angstrom": [[1.9670, -1.8542, -4.8637], [1.1769, -0.9081, -3.9191], [2.3010, -1.3495, -5.7840], [1.2598, -2.6434, -5.1676], [2.8704, -2.3297, -4.4342], [-0.0232, -0.3362, -4.2631], [-0.3309, -0.3145, -5.6923], [-0.7700, 0.1249, -3.5858], [-0.9454, -1.2085, -5.9104], [0.6031, -0.3244, -6.2990], [-0.8744, 0.6165, -5.8995], [0.1512, -0.8774, 2.7017], [2.1146, -1.8568, 3.1480], [-0.9589, -2.8698, 2.7139], [0.6518, 2.2017, 2.6173], [-0.2910, 1.3565, 2.7358], [0.4460, 3.4938, 2.3461], [-0.8610, 4.0341, 2.0114], [1.5785, 4.4059, 2.2119], [1.7297, 1.9801, 2.7326], [-1.5964, 3.7518, 2.7810], [-1.2243, 3.6925, 1.0259], [-0.7236, 5.1272, 2.0065], [2.4688, 3.9812, 2.6883], [1.3027, 5.3339, 2.7273], [1.8251, 4.6213, 1.1575], [-1.8621, -1.9205, -1.7115], [-3.2360, 0.9138, -2.8199], [-2.8862, -1.5196, -1.6264], [-3.5132, 0.8419, -1.7595], [-2.7931, -0.2037, -1.0536], [-3.5148, -2.0939, -0.9265], [-2.3439, -0.0346, 0.2400], [-1.8568, -0.9160, 0.9680], [-3.3131, 1.8012, -1.2850], [-2.3902, 1.0363, 0.4760], [-3.2771, -1.4613, -2.6605], [-4.5927, 0.6628, -1.7479], [0.8580, -1.7111, -2.2964], [1.8573, -0.5873, -2.6323], [0.1187, 0.9054, -1.6231], [1.4686, 0.6368, -1.9159], [-0.5641, 0.0915, -1.3347], [-0.3365, 2.2104, -1.4651], [2.9802, -0.7397, -2.7533], [2.4378, 1.6270, -1.6985], [-1.3946, 2.5057, -1.4852], [0.6383, 3.2016, -1.3801], [2.0112, 2.9226, -1.4080], [3.4724, 1.2604, -1.6431], [0.3769, 4.2500, -1.3428], [2.8237, 3.6736, -1.3083], [0.9205, -3.3026, -1.6214], [1.2267, 0.3018, 1.0369], [-0.7737, -3.6810, -0.9908], [1.9156, -3.8115, -0.0751], [1.7604, -3.8612, -3.0667], [-1.1753, -3.0273, -0.1735], [-0.6861, -4.7004, -0.5430], [-1.5198, -3.7315, -1.8071], [1.0742, -3.6425, -3.8928], [2.0605, -4.8920, -3.0780], [2.6872, -3.2648, -3.0607], [2.8644, -3.2996, 0.0896], [2.1794, -4.8764, -0.1975], [1.4092, -3.7770, 0.8993], [-1.4722, 1.5397, 9.3901], [-1.2488, 1.1677, 8.2953], [-0.9496, 0.6863, 6.9563], [-1.9335, 0.4263, 6.0195], [-1.6195, -0.1436, 4.8130], [-0.3263, -0.4263, 4.6167], [0.6905, -0.0693, 5.4156], [0.3800, 0.4953, 6.6353], [-2.9496, 0.6455, 6.2305], [-2.3602, -0.4270, 4.0704], [1.7022, -0.3311, 5.0989], [1.1274, 0.8001, 7.3462]], "multiplicity": 3, "homo_energy_ev": [-1.91, -5.01], "homo_lumo_gap_ev": [4.03, 7.12], "e_above_lowest_kj_mol": 685.5, "charge": -1}

=====

Record 2
{"formula": "C10H8N2", "method": "the ωB97M-V functional and the def2-TZVPD basis", "symbols": ["C", "C", "C", "C", "C", "C", "C", "C", "C", "C", "H", "H", "H", "H", "H", "H", "H", "H", "N", "N"], "positions_angstrom": [[1.0863, -2.6557, -2.0088], [0.2357, -2.8555, -0.8851], [-0.2285, -1.8264, -0.0651], [0.2369, -0.5448, -0.3695], [1.0921, -0.2658, -1.4738], [1.4429, -1.4428, -2.3000], [-0.2430, 0.6661, 0.3980], [-1.9184, 1.5473, 1.6644], [-1.0697, 2.6210, 1.9784], [0.1187, 2.5943, 1.4008], [1.3098, -3.4783, -2.7042], [0.0972, -4.0414, -0.5767], [-0.9354, -1.9588, 0.7666], [1.2628, 0.6600, -1.6096], [2.0489, -1.0955, -3.2029], [-2.6645, 1.5586, 2.0599], [-1.5497, 3.5232, 2.5746], [1.0104, 3.3062, 1.5732], [-1.3994, 0.4932, 0.9122], [0.6714, 1.5784, 0.6711]], "smiles": "c1ccc(-c2ncccn2)cc1", "homo_energy_ev": -8.88, "homo_lumo_gap_ev": 9.10, "e_above_lowest_kj_mol": 364.1, "charge": 0}

=====

Record 3
{"formula": "C23H15CoF5N3O2S", "method": "the ωB97M-V functional and the def2-TZVPD basis", "symbols": ["Co", "F", "C", "C", "F", "C", "F", "C", "S", "C", "F", "C", "F", "N", "C", "C", "C", "C", "C", "C", "C", "C", "C", "C", "C", "C", "H", "H", "H", "H", "H", "H", "H", "H", "H", "H", "C", "N", "C", "C", "C", "O", "N", "C", "O", "H", "H", "H", "H", "H"], "positions_angstrom": [[-0.2018, -0.3409, 0.2546], [5.7537, 1.7212, -0.0001], [4.4219, 1.7569, -0.0098], [3.7214, 1.2289, -1.0777], [4.3830, 0.6727, -2.0959], [2.3408, 1.2673, -1.0735], [1.7076, 0.7323, -2.1228], [1.6147, 1.8134, -0.0195], [-0.1522, 1.8071, 0.0048], [2.3517, 2.3404, 1.0386], [1.7320, 2.8809, 2.0854], [3.7344, 2.3191, 1.0517], [4.4123, 2.8297, 2.0818], [-2.0535, -0.5235, 0.0469], [-2.9667, 0.1157, 0.9240], [-4.1862, 0.5545, 0.4064], [-5.1456, 1.1276, 1.2165], [-4.8864, 1.2789, 2.5720], [-3.6769, 0.8504, 3.0844], [-2.6963, 0.2509, 2.2891], [-1.3964, -0.1492, 2.8787], [-1.2779, -0.3206, 4.2636], [-0.0559, -0.5348, 4.8724], [1.0979, -0.5729, 4.1036], [1.0004, -0.4588, 2.7243], [-0.2381, -0.2864, 2.1131], [-2.2716, -0.2110, -0.8982], [-2.1844, -1.7835, 0.1145], [-4.3730, 0.4345, -0.6553], [-6.0822, 1.4641, 0.7918], [-5.6129, 1.7463, 3.2230], [-3.4755, 1.0206, 4.1329], [-2.1637, -0.2882, 4.8842], [-0.0049, -0.6564, 5.9466], [2.0673, -0.6992, 4.5691], [1.8990, -0.5040, 2.1233], [3.2715, -3.9524, -0.1149], [1.8284, -3.7585, -0.0119], [0.9462, -4.7975, 0.0426], [-0.3890, -4.6187, 0.1182], [-0.8684, -3.2691, 0.1490], [-2.1067, -2.9749, 0.1890], [0.0212, -2.2767, 0.1248], [1.3558, -2.4650, 0.0177], [2.0942, -1.4827, -0.0592], [3.4776, -5.0185, -0.1534], [3.7671, -3.5109, 0.7471], [3.6462, -3.4692, -1.0148], [1.3921, -5.7822, 0.0135], [-1.0776, -5.4464, 0.1507]], "homo_energy_ev": [-8.06, -8.06], "homo_lumo_gap_ev": [7.96, 7.96], "e_above_lowest_kj_mol": 0.0, "charge": 0}

=====

Record 4
{"formula": "C33H23BCoN5O3", "method": "the ωB97M-V functional and the def2-TZVPD basis", "symbols": ["Co", "C", "O", "C", "C", "C", "C", "C", "C", "C", "N", "C", "C", "N", "C", "C", "C", "C", "N", "C", "C", "N", "C", "C", "C", "C", "H", "H", "H", "H", "H", "H", "H", "H", "H", "H", "H", "H", "H", "H", "O", "B", "O", "C", "C", "C", "C", "C", "C", "H", "H", "H", "H", "N", "C", "C", "C", "C", "C", "C", "C", "H", "H", "H", "H", "H"], "positions_angstrom": [[-0.0689, 0.1197, 0.0563], [10.0994, -0.1230, 8.9144], [8.6972, -0.0807, 9.1738], [7.8564, -0.0724, 8.1275], [6.4942, -0.0321, 8.4385], [5.5559, -0.0195, 7.4364], [5.9480, -0.0461, 6.0932], [7.3033, -0.0884, 5.7940], [8.2615, -0.1022, 6.7951], [4.9232, -0.0396, 5.0578], [3.6188, -0.0295, 5.2698], [3.0547, -0.0420, 4.0350], [4.0125, -0.0567, 3.0374], [5.2066, -0.0538, 3.7141], [3.6900, -0.0561, 1.6535], [4.5692, -0.0076, 0.5508], [4.0668, 0.0178, -0.7260], [2.6833, -0.0198, -0.9277], [1.8421, -0.0873, 0.0945], [2.3240, -0.0817, 1.3557], [1.3267, -0.0551, 2.3657], [0.0406, -0.0155, 1.9266], [-0.9403, 0.0590, 2.8121], [-0.6875, 0.0861, 4.1871], [0.6064, 0.0500, 4.6431], [1.6597, -0.0239, 3.7138], [10.5793, -0.1197, 9.8865], [10.4166, 0.7533, 8.3471], [10.3683, -1.0339, 8.3773], [6.2078, -0.0134, 9.4816], [4.5008, 0.0099, 7.6733], [7.6499, -0.1147, 4.7663], [9.3079, -0.1388, 6.5335], [6.1308, -0.0581, 3.3184], [5.6403, 0.0242, 0.7058], [4.7237, 0.0655, -1.5824], [2.2609, -0.0277, -1.9252], [-1.9485, 0.0807, 2.4272], [-1.5209, 0.1396, 4.8728], [0.8384, 0.0856, 5.7001], [0.1644, 2.7306, 1.1655], [-0.0269, 2.0583, -0.0042], [-0.1575, 2.8212, -1.1100], [-0.0410, 4.1340, -0.6061], [-0.1082, 5.3157, -1.2983], [0.0296, 6.4726, -0.5332], [0.2235, 6.4188, 0.8436], [0.2892, 5.2051, 1.5258], [0.1503, 4.0781, 0.7555], [-0.2595, 5.3460, -2.3681], [-0.0176, 7.4351, -1.0234], [0.3237, 7.3413, 1.3988], [0.4396, 5.1513, 2.5950], [-1.9257, -0.1425, -0.1447], [-3.0737, -0.0592, -0.1022], [-4.4947, -0.0329, -0.0928], [-5.1682, 0.5314, 0.9957], [-6.5481, 0.5344, 0.9942], [-7.2415, -0.0190, -0.0778], [-6.5661, -0.5728, -1.1603], [-5.1855, -0.5835, -1.1787], [-4.6162, 0.9665, 1.8186], [-7.0868, 0.9683, 1.8250], [-8.3235, -0.0168, -0.0697], [-7.1169, -0.9952, -1.9891], [-4.6427, -1.0092, -2.0121]], "homo_energy_ev": [-12.07, -12.07], "homo_lumo_gap_ev": [4.92, 4.93], "charge": 2}

=====

Record 5
{"formula": "C18H27BNaO9P3Se2", "method": "the ωB97M-V functional and the def2-TZVPD basis", "symbols": ["Na", "O", "P", "O", "O", "O", "P", "O", "O", "O", "H", "H", "C", "Se", "C", "C", "Se", "C", "H", "H", "H", "H", "H", "H", "H", "H", "H", "H", "O", "B", "O", "C", "C", "C", "C", "C", "C", "H", "H", "H", "H", "C", "P", "C", "C", "C", "C", "C", "C", "C", "H", "H", "H", "H", "H", "H", "H", "H", "H", "H", "H"], "positions_angstrom": [[1.2564, 1.1772, 1.4181], [-0.6745, 0.5067, 3.6879], [-0.4311, 2.1287, 3.6330], [-1.3478, 2.7801, 4.5966], [-0.3834, 2.4730, 2.1764], [1.1055, 2.1924, 4.1556], [2.3673, 3.0371, 3.5343], [1.6203, 4.3683, 2.9936], [3.2619, 3.4582, 4.6331], [2.8722, 2.2391, 2.3665], [-0.7488, 0.2338, 4.6048], [0.8329, 4.1831, 2.4581], [2.8732, 4.7822, -0.1522], [1.3251, 3.6965, -0.5788], [1.7638, 3.5455, -2.4721], [0.5699, 3.2826, -3.3766], [0.1522, 1.3840, -3.5916], [-0.7847, 1.6393, -5.2752], [3.7844, 4.2316, -0.3795], [2.8389, 4.9670, 0.9192], [2.8434, 5.7201, -0.7068], [2.5302, 2.7830, -2.6157], [2.1982, 4.5096, -2.7467], [0.7945, 3.6415, -4.3834], [-0.3130, 3.8124, -3.0188], [-1.6390, 2.3071, -5.1594], [-1.1569, 0.6681, -5.5996], [-0.1230, 2.0357, -6.0466], [1.6668, -1.4524, 0.5674], [1.2593, -0.6322, -0.5865], [1.3116, -1.5799, -1.6963], [1.6936, -2.7893, -1.2268], [1.8459, -3.9769, -1.9112], [2.2154, -5.1081, -1.1750], [2.4263, -5.0304, 0.1960], [2.2752, -3.8210, 0.8826], [1.9056, -2.7154, 0.1478], [1.6710, -4.0233, -2.9794], [2.3377, -6.0599, -1.6794], [2.7114, -5.9210, 0.7442], [2.4241, -3.7448, 1.9519], [-4.2794, -0.0570, 1.4786], [-2.6317, 0.0968, 0.6481], [-3.2206, 0.2071, -1.0893], [-2.1850, -1.6840, 0.7382], [-1.9574, -2.2343, 2.0022], [-1.6148, -3.5689, 2.1499], [-1.4747, -4.3852, 1.0343], [-1.6644, -3.8444, -0.2276], [-2.0111, -2.5058, -0.3730], [-4.1338, -0.2210, 2.5466], [-4.8834, -0.8703, 1.0666], [-4.8163, 0.8881, 1.3682], [-3.9188, -0.5897, -1.3661], [-2.3663, 0.2050, -1.7648], [-3.7174, 1.1732, -1.2067], [-2.0156, -1.5961, 2.8770], [-1.4293, -3.9656, 3.1416], [-1.1775, -5.4210, 1.1445], [-1.5105, -4.4559, -1.1079], [-2.1241, -2.1003, -1.3703]], "homo_energy_ev": -1.26, "homo_lumo_gap_ev": 4.98, "e_above_lowest_kj_mol": 68.8, "charge": -2}

=====

Number 1: energy -108275.6968 eV. Number 2: energy -13475.9089 eV. Number 3: energy -94709.4435 eV. Number 4: energy -86479.6156 eV. Number 5: energy -201194.4977 eV.